Record 1
{
  "formula": "C12H19AlB2F7IN2O7",
  "method": "the ωB97M-V functional and the def2-TZVPD basis",
  "total_charge": 0,
  "e_homo_ev": -8.20,
  "lumo_ev": -7.181,
  "gap_ev": 1.0,
  "species": ["C", "C", "N", "I", "C", "C", "C", "C", "N", "O", "C", "B", "O", "O", "C", "O", "O", "H", "H", "H", "H", "H", "H", "H", "H", "H", "H", "H", "H", "H", "Al", "B", "F", "F", "F", "F", "C", "C", "O", "C", "O", "C", "F", "F", "F", "H", "H", "H", "H", "H", "H"],
  "positions_angstrom": [[-2.85574, -5.33811, -0.27760], [-3.28538, -4.44551, 0.69833], [-2.62443, -4.34040, 1.93379], [-3.25724, -5.65033, 3.37488], [-2.36005, -2.94650, 2.37416], [-1.06867, -2.50871, 1.50909], [-1.09525, -1.04204, 0.96976], [-1.76236, -0.88940, -0.43389], [-2.35914, -2.00842, -1.10197], [-1.79078, 0.17439, -0.98105], [-3.52774, -1.93344, 2.14402], [-4.91688, -2.31659, 2.86653], [-5.42427, -1.62623, 3.98750], [-5.65986, -3.40753, 2.39561], [-1.81772, -2.86409, 3.84653], [-2.29278, -2.07702, 4.69200], [-0.81749, -3.57921, 4.22617], [-2.82154, -6.43482, -0.13972], [-2.57793, -4.96459, -1.28427], [-4.19987, -3.86848, 0.43982], [-0.91295, -3.18120, 0.63936], [-0.13785, -2.60286, 2.11230], [-1.44909, -0.27775, 1.68623], [-0.00925, -0.76347, 0.77201], [-2.54233, -1.69832, -2.05577], [-1.73617, -2.81226, -1.14714], [-3.79362, -1.80303, 1.06900], [-3.23072, -0.96883, 2.61182], [-5.78305, -0.77732, 3.67813], [-6.60535, -3.19337, 2.41203], [-2.33036, -3.92628, 5.99275], [2.03218, 1.70794, 0.32895], [2.05423, 0.29895, 0.09986], [0.73737, 2.09352, 0.74521], [2.96922, 2.03882, 1.33254], [2.36610, 2.38812, -0.87198], [3.61804, 5.20144, -2.27652], [3.82357, 4.13059, -3.34065], [4.55651, 4.59411, -4.48258], [5.95595, 4.66032, -4.44307], [6.50547, 3.57618, -4.04076], [6.49557, 5.93498, -3.64149], [5.70544, 6.98331, -3.86970], [7.70861, 6.26247, -4.08135], [6.56773, 5.75791, -2.33584], [3.40474, 6.17461, -2.72181], [2.79127, 4.91804, -1.62315], [4.49771, 5.30534, -1.64714], [2.83792, 3.86256, -3.72621], [4.23844, 3.21504, -2.91959], [6.17979, 4.96746, -5.49513]],
  "forces_ev_per_a": [[-0.3, -0.3, 0.3], [0.1, -0.5, -1.0], [-0.7, -0.3, 0.2], [-0.2, -0.5, 0.2], [1.1, 1.3, -0.8], [0.3, 0.9, -0.1], [1.1, -0.8, -1.0], [0.2, 0.0, 0.7], [0.8, 0.1, 0.1], [-0.3, 0.6, -0.1], [-0.9, -0.2, 1.0], [0.0, -0.5, 0.6], [-0.3, 0.1, -1.6], [0.3, 1.0, -0.4], [2.0, -0.8, 0.2], [-1.9, -0.2, 0.3], [-1.8, -0.6, -0.6], [1.3, 0.7, 0.4], [-1.6, -0.3, 0.3], [1.5, 0.9, 0.1], [-0.3, 0.2, 0.7], [-0.9, -0.2, -0.2], [0.0, -0.4, -0.6], [-1.2, -0.1, 0.1], [-0.1, 0.0, 0.2], [-0.2, 0.1, 0.2], [0.7, 0.0, 0.7], [0.0, -0.6, -0.6], [0.3, 0.0, 0.6], [0.2, -0.4, 0.5], [1.0, 1.1, -0.7], [-0.1, -0.1, 0.4], [-0.1, 0.4, 0.0], [0.3, -0.1, -0.1], [-0.2, -0.1, -0.3], [0.1, 0.0, -0.1], [0.3, 0.6, 0.1], [-0.9, -1.2, 0.4], [1.0, 2.2, 0.5], [-3.0, -3.5, -0.1], [1.2, 1.2, -0.1], [0.8, 2.8, 1.0], [-0.1, -0.7, -0.2], [-0.3, -0.8, -0.2], [-0.1, -0.6, -0.5], [-0.1, -0.1, 0.0], [0.0, -0.3, -0.2], [0.0, 0.0, 0.0], [0.1, 0.0, -0.2], [0.2, 0.1, -0.1], [0.6, 0.0, -0.2]],
  "nbo_charge": [-0.317, 0.045, -0.580, 0.389, 0.040, -0.398, -0.548, 0.690, -0.880, -0.550, -0.847, 1.184, -0.927, -0.931, 0.722, -0.746, -0.765, 0.223, 0.223, 0.245, 0.206, 0.257, 0.256, 0.314, 0.392, 0.368, 0.266, 0.276, 0.500, 0.503, 0.852, 1.354, -0.590, -0.580, -0.579, -0.597, -0.637, -0.099, -0.396, 0.212, -0.258, 1.029, -0.277, -0.280, -0.262, 0.211, 0.283, 0.219, 0.233, 0.229, 0.321]
}

---

Record 2
{
  "formula": "C33H46I2O2P",
  "method": "the ωB97M-V functional and the def2-TZVPD basis",
  "total_charge": 1,
  "e_homo_ev": -10.57,
  "lumo_ev": -2.756,
  "gap_ev": 7.8,
  "species": ["C", "C", "I", "C", "I", "C", "C", "C", "C", "C", "C", "C", "O", "C", "C", "C", "C", "C", "C", "C", "O", "H", "H", "H", "H", "H", "H", "H", "H", "H", "H", "C", "C", "C", "C", "P", "C", "C", "C", "C", "C", "C", "C", "C", "C", "C", "C", "C", "H", "H", "H", "H", "H", "H", "H", "H", "H", "H", "H", "H", "H", "H", "H", "H", "H", "H", "H", "H", "H", "H", "H", "H", "H", "H", "H", "H", "H", "H", "H", "H", "H", "H", "H", "H"],
  "positions_angstrom": [[7.17906, -0.32557, 3.48235], [6.22382, -0.84390, 2.43797], [6.91443, -2.56766, 1.45854], [5.06726, -0.24750, 2.14104], [3.83108, -1.02772, 0.58972], [4.52350, 0.97122, 2.79716], [4.61297, 1.20214, 4.17213], [4.08705, 2.35025, 4.75716], [3.43342, 3.28463, 3.96768], [3.32324, 3.08070, 2.59355], [3.87516, 1.93938, 2.01964], [2.59979, 4.05941, 1.74076], [2.77402, 4.09426, 0.55000], [1.62040, 4.91713, 2.43398], [0.58103, 5.51995, 1.73736], [-0.35596, 6.30735, 2.39488], [-0.26027, 6.49749, 3.77497], [0.78720, 5.90972, 4.46844], [1.72989, 5.12396, 3.81587], [2.85556, 4.50877, 4.57066], [3.25784, 4.98818, 5.59540], [6.80691, -0.58130, 4.46814], [8.12232, -0.84855, 3.39164], [7.34398, 0.74140, 3.39197], [5.08665, 0.48135, 4.81098], [4.17521, 2.51437, 5.81840], [3.78250, 1.83267, 0.95230], [0.49784, 5.38301, 0.66914], [-1.15478, 6.78616, 1.85382], [-1.00148, 7.10066, 4.27108], [0.89582, 6.05392, 5.53273], [-5.85767, -3.07180, -1.20823], [-4.73665, -2.76722, -0.21820], [-4.27355, -1.31040, -0.26783], [-3.42165, -0.93446, -1.49074], [-1.67155, -1.34446, -1.44227], [-1.00952, -0.71811, 0.11854], [-1.32564, 0.71721, 0.56537], [-0.57728, 1.85374, -0.13705], [0.92702, 1.63709, -0.23609], [-0.82924, -0.44565, -2.75050], [-1.21618, -0.62021, -4.22899], [-0.65706, -1.83817, -4.97067], [0.80854, -2.14662, -4.68503], [-1.25579, -3.09461, -1.33230], [-1.44284, -4.10877, -2.47050], [-2.83663, -4.20054, -3.11059], [-3.64945, -5.38863, -2.59910], [-5.56686, -2.85600, -2.23890], [-6.13579, -4.12389, -1.16008], [-6.74564, -2.48240, -0.97735], [-3.89931, -3.44744, -0.39073], [-5.09504, -2.98017, 0.79051], [-3.72688, -1.07150, 0.64777], [-5.15472, -0.66677, -0.26821], [-3.43739, 0.15678, -1.59618], [-3.87749, -1.30786, -2.40985], [0.07005, -0.89327, 0.10767], [-1.39909, -1.39704, 0.88433], [-1.07943, 0.76420, 1.62843], [-2.40076, 0.90635, 0.50046], [-0.76821, 2.76812, 0.42909], [-0.99288, 2.04418, -1.13046], [1.36823, 1.49922, 0.75264], [1.40912, 2.49532, -0.69867], [1.17608, 0.76083, -0.83912], [0.24736, -0.55344, -2.60339], [-1.04484, 0.59903, -2.51172], [-0.85662, 0.27314, -4.74367], [-2.30456, -0.60367, -4.33120], [-0.77356, -1.65622, -6.04031], [-1.27326, -2.71492, -4.76410], [1.45084, -1.31277, -4.97400], [1.12646, -3.02344, -5.24806], [0.99153, -2.36352, -3.62975], [-1.74763, -3.46837, -0.42933], [-0.18893, -3.09193, -1.07683], [-1.17290, -5.08550, -2.06465], [-0.69318, -3.91245, -3.23663], [-2.72509, -4.31214, -4.19068], [-3.40070, -3.27770, -2.96157], [-3.17881, -6.32634, -2.89500], [-4.65655, -5.37849, -3.01545], [-3.73391, -5.38418, -1.51030]],
  "forces_ev_per_a": [[0.1, -0.6, -0.1], [-0.1, 0.1, -0.2], [0.0, 0.1, 0.2], [-0.2, -0.3, -0.2], [0.1, 0.1, 0.3], [-0.3, 0.4, -0.3], [-0.1, 0.1, 0.1], [0.1, -0.2, -0.5], [0.1, -0.2, 0.1], [0.3, -0.5, 0.2], [0.0, 0.3, 0.3], [0.1, -0.2, 0.3], [0.0, 0.1, -0.8], [-0.3, 0.3, 0.5], [-0.2, 0.2, -0.2], [0.3, -0.1, 0.5], [0.3, -0.3, -0.6], [0.1, 0.1, 0.2], [-0.4, 0.1, -0.5], [-0.4, 0.1, -0.4], [0.2, 0.0, 0.8], [0.0, 0.1, 0.2], [0.2, 0.1, -0.1], [-0.1, 0.2, 0.1], [0.0, -0.2, 0.1], [0.0, 0.1, 0.1], [0.0, -0.1, -0.2], [0.1, -0.1, -0.1], [-0.1, 0.0, -0.2], [0.0, 0.1, 0.2], [0.0, 0.0, 0.1], [0.1, 0.0, 0.0], [-0.2, 0.0, -0.1], [0.2, -0.2, 0.2], [-0.5, 0.3, -0.2], [0.2, 0.1, 0.3], [0.0, 0.0, 0.3], [-0.1, 0.2, -0.1], [0.1, 0.0, -0.1], [-0.1, 0.0, -0.1], [0.0, 0.3, -0.5], [0.0, -0.2, -0.1], [-0.1, -0.1, 0.1], [-0.1, 0.0, 0.0], [0.2, -0.7, 0.1], [0.0, 0.2, -0.3], [0.0, -0.2, 0.0], [0.0, 0.1, 0.0], [0.0, 0.0, 0.0], [0.0, 0.0, 0.0], [0.0, 0.0, 0.0], [0.0, 0.0, 0.0], [0.0, 0.0, 0.0], [0.0, 0.0, 0.0], [0.0, 0.0, 0.0], [0.2, 0.0, 0.0], [0.1, -0.1, 0.0], [0.0, 0.0, -0.1], [0.0, -0.1, -0.1], [0.0, -0.1, 0.0], [0.0, -0.1, 0.0], [0.0, 0.0, 0.0], [0.0, 0.0, 0.0], [0.0, -0.1, 0.0], [0.0, 0.0, 0.0], [0.0, 0.0, 0.0], [0.0, -0.1, 0.1], [0.0, 0.0, 0.2], [0.0, 0.1, 0.1], [0.0, 0.0, 0.0], [0.0, 0.0, 0.0], [0.0, 0.0, 0.0], [0.0, 0.0, 0.0], [0.0, 0.0, 0.0], [0.0, 0.0, 0.0], [-0.1, 0.2, 0.0], [0.0, 0.1, 0.0], [0.0, 0.0, 0.1], [0.0, 0.1, 0.0], [0.0, 0.0, 0.0], [0.0, 0.0, 0.0], [0.0, 0.0, 0.0], [0.0, 0.0, 0.0], [0.0, 0.0, 0.0]],
  "lowdin_charge": [-0.155, -0.812, 0.868, -0.687, 0.849, -0.257, -0.002, 0.031, -0.080, -0.069, -0.010, -0.302, 0.113, -0.086, -0.008, -0.052, -0.045, 0.005, -0.077, -0.296, 0.144, 0.076, 0.041, 0.094, 0.106, 0.127, 0.076, 0.118, 0.106, 0.108, 0.123, -0.097, -0.251, -0.223, -0.261, 1.015, -0.268, -0.218, -0.245, -0.110, -0.258, -0.209, -0.250, -0.102, -0.252, -0.213, -0.252, -0.100, 0.064, 0.077, 0.082, 0.072, 0.117, 0.099, 0.123, 0.107, 0.085, 0.086, 0.103, 0.123, 0.102, 0.107, 0.092, 0.064, 0.076, 0.039, 0.094, 0.083, 0.120, 0.108, 0.116, 0.071, 0.086, 0.083, 0.056, 0.097, 0.107, 0.121, 0.080, 0.107, 0.069, 0.083, 0.077, 0.070]
}